Record 1
Here is C13H23N2O6OsP2 as an isolated structure in a non-equilibrium geometry from OMol25. Energies are from the ωB97M-V functional and the def2-TZVPD basis.

As for the LUMO energy: -3.98 eV. Its net charge is +1. The calculation puts the calculated total energy at -50164.272 eV. The calculation puts the highest occupied orbital energy at -0.45602 Eh. The spin multiplicity is 1.

Each line ends with the Mulliken charge.
Atoms and positions in Å:
1 Os 0.092 0.374 -0.603  2.56
2 C 2.030 1.113 -1.467  0.43
3 C 2.311 0.164 -0.453  1.40
4 C 1.803 0.691 0.803  0.69
5 C 1.166 1.938 0.545  0.75
6 C 1.321 2.210 -0.845  -0.20
7 C 1.012 3.510 -1.508  -1.45
8 C 0.514 2.811 1.563  -1.65
9 C 1.958 0.075 2.150  -1.48
10 C 3.088 -1.101 -0.588  -1.57
11 C 2.451 1.094 -2.899  -1.85
12 H 1.908 4.134 -1.448  0.38
13 H 0.195 4.031 -1.017  0.40
14 H 0.749 3.383 -2.554  0.38
15 H 1.273 3.293 2.181  0.40
16 H -0.137 2.225 2.210  0.30
17 H -0.088 3.585 1.094  0.40
18 H 1.146 -0.617 2.369  0.12
19 H 1.974 0.849 2.915  0.41
20 H 2.892 -0.485 2.194  0.37
21 H 4.018 -1.012 -0.023  0.38
22 H 3.343 -1.305 -1.624  0.40
23 H 2.533 -1.946 -0.184  0.28
24 H 3.296 1.770 -3.046  0.37
25 H 1.637 1.428 -3.542  0.39
26 H 2.752 0.099 -3.216  0.43
27 N -2.612 -3.184 1.559  -0.11
28 C -2.431 -2.020 0.610  0.56
29 C -3.593 -2.009 -0.381  -2.09
30 P -2.392 -0.427 1.529  0.66
31 O -1.411 -0.855 2.754  -0.53
32 O -3.722 -0.074 2.030  -0.79
33 O -1.640 0.476 0.572  -0.76
34 P -0.813 -2.333 -0.204  0.67
35 O -0.891 -1.454 -1.581  -0.56
36 O -0.680 -3.789 -0.320  -0.89
37 O 0.275 -1.466 0.417  -0.58
38 H -3.601 -3.336 1.766  0.37
39 H -2.120 -2.989 2.437  0.35
40 H -2.194 -4.020 1.121  0.39
41 H -4.534 -1.886 0.157  0.52
42 H -3.627 -2.924 -0.978  0.45
43 H -3.504 -1.150 -1.045  0.48
44 H -1.788 -0.545 3.590  0.29
45 H -1.429 -1.698 -2.345  0.29
46 N -1.597 1.917 -2.760  -0.67
47 C -0.935 1.453 -1.936  -0.08

Cartesian forces (eV/Å) of the 3 atoms listed first:
1.0 -0.6 1.2
-0.2 0.1 -0.3
-0.1 0.0 -0.3

Record 2
Here is C28H46N8PS4Y as an isolated structure in a non-equilibrium geometry from OMol25. Energies are from the ωB97M-V functional and the def2-TZVPD basis.

As for the LUMO energy: -11.66 eV. Its net charge is +4. The calculation puts the calculated total energy at -95343.133 eV. The calculation puts the highest occupied orbital energy at -0.67953 Eh. The spin multiplicity is 1.

Each line ends with the Mulliken charge.
Atoms and positions in Å:
1 Y 0.247 -0.950 0.869  0.38
2 C 0.110 -3.386 3.858  -0.98
3 C -0.503 -4.403 2.912  -0.79
4 S -0.355 -3.988 1.133  0.10
5 C -2.082 -4.199 0.574  -0.75
6 C -3.118 -3.321 1.249  -0.88
7 S -2.751 -1.530 1.180  0.19
8 C -3.050 -1.003 2.902  -0.94
9 C -2.241 -1.683 3.997  -0.89
10 S -0.429 -1.645 3.733  0.06
11 H -0.065 -3.704 4.886  0.52
12 H 1.189 -3.321 3.707  0.41
13 H 0.026 -5.345 3.050  0.56
14 H -1.555 -4.585 3.118  0.45
15 H -2.047 -4.029 -0.502  0.16
16 H -2.337 -5.248 0.733  0.54
17 H -4.079 -3.464 0.756  0.59
18 H -3.244 -3.580 2.297  0.52
19 H -2.851 0.069 2.874  0.34
20 H -4.113 -1.147 3.093  0.53
21 H -2.418 -1.141 4.925  0.60
22 H -2.533 -2.718 4.168  0.51
23 C 4.116 -4.168 -2.287  -0.59
24 C 2.749 -4.024 -2.067  -1.05
25 C 2.290 -3.051 -1.206  0.51
26 C 3.198 -2.220 -0.534  0.29
27 C 4.575 -2.354 -0.781  -0.38
28 C 5.023 -3.320 -1.656  -0.74
29 N 2.674 -1.304 0.390  0.97
30 N 3.510 -0.620 1.027  -0.54
31 C 3.099 0.267 2.008  -0.26
32 C 4.109 0.928 2.697  -0.42
33 C 3.763 1.797 3.722  -0.58
34 C 2.420 1.988 4.005  -0.96
35 C 1.472 1.292 3.269  -0.32
36 N 1.789 0.444 2.291  0.76
37 H 4.473 -4.943 -2.952  0.45
38 H 2.055 -4.688 -2.566  0.49
39 H 1.223 -2.930 -1.027  0.07
40 H 5.267 -1.696 -0.278  0.52
41 H 6.083 -3.421 -1.845  0.45
42 H 5.138 0.739 2.424  0.61
43 H 4.528 2.307 4.294  0.47
44 H 2.108 2.661 4.792  0.53
45 H 0.416 1.412 3.480  0.45
46 C -1.004 0.367 -5.316  -0.77
47 N -1.841 1.022 -4.203  0.11
48 C -3.132 0.199 -4.039  -0.82
49 N -2.814 -1.158 -3.776  0.29
50 C -2.021 -1.732 -4.863  -0.91
51 N -0.768 -0.995 -5.001  0.23
52 C 0.161 -1.214 -3.915  -1.16
53 P -0.545 -0.590 -2.277  1.73
54 C -1.078 1.096 -2.921  -1.23
55 C -2.239 -1.392 -2.468  -1.17
56 H -0.071 0.923 -5.407  0.39
57 H -1.571 0.458 -6.242  0.37
58 H -2.100 1.968 -4.494  0.37
59 H -3.690 0.289 -4.971  0.36
60 H -3.708 0.640 -3.226  0.37
61 H -2.584 -1.672 -5.794  0.30
62 H -1.809 -2.780 -4.658  0.33
63 H 1.108 -0.712 -4.121  0.48
64 H 0.366 -2.281 -3.820  0.48
65 H -0.187 1.705 -3.088  0.38
66 H -1.694 1.574 -2.161  0.56
67 H -2.901 -1.002 -1.691  0.54
68 H -2.133 -2.469 -2.321  0.42
69 C -1.110 5.704 3.454  -1.56
70 C -0.360 5.356 2.180  -0.32
71 N -0.728 3.994 1.743  0.01
72 C -0.227 3.235 0.793  0.31
73 S -0.976 1.655 0.579  -0.28
74 N 0.760 3.578 -0.027  -0.11
75 C 1.233 4.923 -0.420  -0.60
76 C 0.299 5.581 -1.426  -0.99
77 H -0.756 6.667 3.817  0.41
78 H -0.934 4.964 4.237  0.39
79 H -2.182 5.793 3.280  0.42
80 H 0.713 5.391 2.363  0.39
81 H -0.618 6.072 1.398  0.24
82 H -1.533 3.610 2.216  0.30
83 H 1.008 2.854 -0.678  0.21
84 H 2.223 4.786 -0.852  0.41
85 H 1.351 5.550 0.455  0.23
86 H 0.229 4.996 -2.346  0.30
87 H 0.688 6.565 -1.687  0.39
88 H -0.705 5.710 -1.019  0.27

Cartesian forces (eV/Å) of the 3 atoms listed first:
-0.4 0.7 0.9
-0.1 0.2 0.0
0.1 0.1 -0.2

Record 3
Here is C37H61BaN6Si2 as an isolated structure in a non-equilibrium geometry from OMol25. Energies are from the ωB97M-V functional and the def2-TZVPD basis.

As for the LUMO energy: 0.37 eV. Its net charge is -1. The calculation puts the calculated total energy at -64749.588 eV. The calculation puts the highest occupied orbital energy at -0.04540 Eh. The spin multiplicity is 1.

Each line ends with the Mulliken charge.
Atoms and positions in Å:
1 Ba -0.056 -0.577 0.383  0.93
2 N 1.728 1.456 -0.373  -0.02
3 C 1.306 2.751 0.187  -0.29
4 C 0.851 2.625 1.631  -0.01
5 N -0.362 1.815 1.754  1.32
6 C -0.783 1.623 3.135  -0.57
7 C -1.848 0.548 3.297  -0.83
8 N -1.346 -0.774 2.909  -0.23
9 H 2.548 1.109 0.117  -0.26
10 H 1.974 1.561 -1.351  0.17
11 H 0.458 3.107 -0.407  -0.33
12 H 2.104 3.505 0.138  0.46
13 H 0.704 3.641 2.030  0.37
14 H 1.632 2.158 2.244  -0.51
15 H -1.095 2.260 1.193  -0.80
16 H -1.166 2.550 3.587  0.37
17 H 0.104 1.336 3.713  0.13
18 H -2.710 0.778 2.670  0.39
19 H -2.187 0.588 4.341  0.33
20 H -2.050 -1.489 3.042  0.18
21 H -0.551 -1.020 3.487  0.06
22 C 0.305 -4.775 0.617  -1.26
23 C 0.558 -4.440 -0.829  1.58
24 C -0.020 -5.192 -1.839  -1.00
25 C 0.145 -4.844 -3.172  -0.72
26 C 0.896 -3.726 -3.488  -0.57
27 C 1.493 -2.956 -2.498  1.51
28 C 2.289 -1.733 -2.879  -1.50
29 C 1.336 -3.312 -1.150  -1.04
30 N 1.830 -2.494 -0.127  1.13
31 C 2.923 -2.822 0.548  -0.03
32 C 3.817 -3.955 0.102  -1.95
33 C 3.249 -2.101 1.723  0.70
34 C 4.546 -2.409 2.434  -2.19
35 N 2.385 -1.202 2.201  0.88
36 C 2.743 -0.378 3.265  -0.71
37 C 3.607 0.729 3.097  1.67
38 C 4.313 0.961 1.783  -2.12
39 C 3.816 1.621 4.139  -0.45
40 C 3.215 1.442 5.375  -0.90
41 C 2.420 0.325 5.570  -0.80
42 C 2.190 -0.586 4.548  1.63
43 C 1.408 -1.843 4.848  -2.24
44 H -0.198 -5.738 0.706  0.46
45 H -0.336 -4.016 1.077  0.17
46 H 1.229 -4.800 1.197  0.24
47 H -0.628 -6.050 -1.576  0.35
48 H -0.330 -5.425 -3.952  0.41
49 H 1.008 -3.429 -4.525  0.37
50 H 1.750 -1.127 -3.610  0.46
51 H 3.248 -2.010 -3.326  0.36
52 H 2.499 -1.124 -2.000  -0.15
53 H 3.546 -4.291 -0.896  0.46
54 H 3.746 -4.817 0.773  0.37
55 H 4.868 -3.654 0.083  0.47
56 H 4.648 -3.479 2.638  0.50
57 H 4.605 -1.885 3.386  0.47
58 H 5.419 -2.116 1.842  0.35
59 H 4.004 0.230 1.038  0.14
60 H 5.395 0.865 1.906  0.47
61 H 4.122 1.969 1.404  0.47
62 H 4.462 2.476 3.972  0.44
63 H 3.379 2.151 6.176  0.41
64 H 1.975 0.144 6.543  0.45
65 H 1.947 -2.464 5.567  0.48
66 H 1.265 -2.427 3.940  0.29
67 H 0.439 -1.619 5.302  0.49
68 N -1.802 -1.553 -1.030  -1.05
69 C -2.534 -1.854 -2.094  -0.32
70 C -3.808 -2.500 -1.977  -0.44
71 C -4.572 -2.807 -3.084  -0.31
72 C -4.102 -2.508 -4.365  -0.54
73 C -2.862 -1.890 -4.530  -0.95
74 C -2.099 -1.564 -3.428  -0.04
75 H -4.153 -2.727 -0.975  0.23
76 H -5.539 -3.283 -2.966  0.33
77 H -4.705 -2.751 -5.232  0.32
78 H -2.507 -1.652 -5.526  0.35
79 H -1.138 -1.074 -3.537  0.56
80 C -3.565 5.230 -1.031  -1.12
81 Si -3.367 3.434 -0.462  -0.17
82 C -3.407 3.552 1.442  -0.88
83 C -5.032 2.608 -0.862  -1.07
84 C -1.897 2.649 -1.137  0.80
85 Si -1.404 2.903 -2.850  -0.02
86 C 0.173 1.917 -3.260  -0.71
87 C -2.642 2.386 -4.196  -1.03
88 C -0.959 4.696 -3.282  -1.21
89 H -4.340 5.734 -0.445  0.30
90 H -3.861 5.281 -2.082  0.29
91 H -2.634 5.790 -0.919  0.31
92 H -4.295 4.100 1.773  0.46
93 H -2.527 4.070 1.836  0.25
94 H -3.456 2.564 1.904  0.00
95 H -5.879 3.095 -0.365  0.32
96 H -5.017 1.558 -0.554  0.28
97 H -5.213 2.622 -1.940  0.29
98 H -1.835 1.569 -0.933  -0.05
99 H 0.133 0.912 -2.826  -0.27
100 H 1.059 2.428 -2.868  0.51
101 H 0.308 1.812 -4.341  0.43
102 H -2.907 1.332 -4.081  0.25
103 H -2.249 2.531 -5.209  0.33
104 H -3.567 2.965 -4.108  0.24
105 H -0.241 5.099 -2.562  0.30
106 H -1.834 5.348 -3.280  0.31
107 H -0.507 4.748 -4.278  0.33

Cartesian forces (eV/Å) of the 3 atoms listed first:
-1.9 -0.6 -1.2
0.3 0.2 0.2
0.1 0.1 -0.1

Record 4
Here is a 12-piece molecular cluster, C47H50N12O24 overall in a non-equilibrium geometry from OMol25. Energies are from the ωB97M-V functional and the def2-TZVPD basis.

As for the LUMO energy: -0.98 eV. The calculation puts the calculated total energy at -116536.799 eV. The calculation puts the highest occupied orbital energy at -0.35840 Eh. The spin multiplicity is 1.

Each line ends with the Mulliken charge.
Atoms and positions in Å:
1 O -21.427 9.071 23.167  -0.64
2 N -21.009 7.958 23.297  1.05
3 O -20.425 7.539 24.267  -0.63
4 C -21.192 6.983 22.184  -0.22
5 C -21.906 7.484 21.074  -0.60
6 C -21.999 6.609 19.969  -0.26
7 C -21.292 5.393 19.963  0.01
8 C -20.698 4.920 21.137  -0.28
9 C -20.563 5.737 22.285  -0.54
10 H -22.322 8.506 21.190  0.49
11 H -22.534 6.921 19.098  0.54
12 H -21.310 4.755 19.099  -0.04
13 H -20.280 3.930 21.116  0.52
14 H -20.177 5.314 23.223  0.49
15 O -16.466 -1.356 21.609  -0.63
16 N -16.121 -1.680 20.490  1.11
17 O -15.100 -2.284 20.233  -0.65
18 C -16.853 -1.137 19.348  -0.54
19 C -16.470 -1.481 18.070  -0.61
20 C -17.223 -1.035 17.015  -1.09
21 C -18.381 -0.308 17.262  -0.33
22 C -18.746 0.043 18.544  0.79
23 C -17.979 -0.372 19.586  -0.26
24 H -15.710 -2.222 17.944  0.65
25 H -16.914 -1.370 16.028  0.51
26 H -18.970 -0.057 16.414  0.59
27 H -19.651 0.621 18.697  0.00
28 H -18.290 -0.127 20.629  0.26
29 O -26.350 7.001 21.470  -0.63
30 N -25.656 6.722 20.529  1.07
31 O -25.319 7.481 19.621  -0.60
32 C -25.192 5.314 20.409  0.42
33 C -24.779 4.858 19.115  -0.54
34 C -24.359 3.543 18.952  -0.17
35 C -24.343 2.729 20.121  -0.66
36 C -24.590 3.260 21.328  -0.30
37 C -25.150 4.554 21.553  -0.72
38 H -24.810 5.564 18.289  0.42
39 H -24.032 3.131 18.013  0.44
40 H -24.062 1.689 20.014  0.43
41 H -24.445 2.524 22.127  0.36
42 H -25.358 4.881 22.571  0.46
43 O -13.997 4.232 10.806  -0.60
44 N -14.280 3.292 11.534  1.06
45 O -14.115 2.110 11.234  -0.62
46 C -14.880 3.548 12.770  -0.21
47 C -14.836 4.834 13.324  -0.32
48 C -15.454 5.080 14.492  -0.96
49 C -16.070 4.017 15.195  -0.22
50 C -16.112 2.759 14.687  -0.05
51 C -15.524 2.524 13.441  -0.35
52 H -14.290 5.595 12.707  0.40
53 H -15.387 6.063 14.945  0.50
54 H -16.351 4.200 16.213  0.37
55 H -16.444 1.866 15.230  0.54
56 H -15.563 1.560 12.981  0.57
57 O -20.247 5.969 10.903  -0.64
58 N -19.916 4.832 10.963  0.85
59 O -20.441 3.961 11.599  -0.37
60 C -18.629 4.410 10.308  0.28
61 C -18.466 3.022 10.043  0.07
62 C -17.289 2.562 9.522  -0.63
63 C -16.314 3.529 9.200  -0.56
64 C -16.477 4.891 9.397  -0.38
65 C -17.721 5.385 9.851  -0.61
66 H -19.264 2.335 10.352  0.33
67 H -17.011 1.516 9.387  0.41
68 H -15.421 3.139 8.750  0.37
69 H -15.765 5.629 9.133  0.45
70 H -17.871 6.442 10.159  0.38
71 O -18.034 3.489 19.319  0.15
72 N -17.385 3.006 20.276  0.82
73 O -17.736 3.018 21.410  -0.65
74 C -16.106 2.424 19.939  -0.76
75 C -15.168 2.182 20.936  -0.42
76 C -13.870 1.732 20.570  -0.82
77 C -13.578 1.653 19.225  -0.50
78 C -14.473 1.923 18.194  -0.60
79 C -15.758 2.286 18.555  1.31
80 H -15.473 2.258 21.966  0.52
81 H -13.195 1.590 21.393  0.47
82 H -12.675 1.252 18.862  0.42
83 H -14.240 1.791 17.134  0.51
84 H -16.439 2.741 17.808  -0.41
85 O -21.729 -0.531 16.284  -0.67
86 N -21.750 0.475 17.000  1.45
87 O -22.264 0.568 18.104  -0.49
88 C -20.970 1.667 16.442  0.23
89 C -20.929 1.877 15.083  -0.85
90 C -20.120 2.917 14.580  -0.67
91 C -19.578 3.824 15.472  -0.68
92 C -19.787 3.719 16.840  0.99
93 C -20.439 2.624 17.310  -1.28
94 H -21.460 1.295 14.368  0.88
95 H -20.002 3.027 13.519  0.59
96 H -18.819 4.530 15.093  0.41
97 H -19.341 4.470 17.515  -0.58
98 H -20.594 2.474 18.347  0.93
99 C -25.306 -1.095 16.093  -0.67
100 N -24.690 -0.774 14.748  0.92
101 O -24.797 -1.628 13.937  -0.56
102 O -24.162 0.325 14.574  -0.46
103 H -24.497 -1.444 16.744  0.20
104 H -26.058 -1.866 16.054  0.33
105 H -25.740 -0.160 16.504  0.25
106 C -22.198 6.365 14.233  -0.88
107 N -21.767 6.237 15.658  0.99
108 O -20.770 6.868 15.988  -0.58
109 O -22.415 5.486 16.376  -0.44
110 H -23.220 6.053 14.014  0.31
111 H -21.610 5.834 13.550  0.24
112 H -22.026 7.366 13.906  0.38
113 C -20.045 -3.443 18.441  -0.50
114 N -21.207 -3.172 19.390  0.94
115 O -21.490 -4.115 20.138  -0.55
116 O -21.731 -2.047 19.299  -0.48
117 H -19.781 -4.491 18.246  0.36
118 H -19.147 -2.965 18.891  0.06
119 H -20.134 -2.902 17.528  0.22
120 C -18.317 6.821 18.972  -0.66
121 N -16.963 6.070 18.786  0.95
122 O -16.223 5.896 19.753  -0.59
123 O -16.764 5.686 17.676  -0.53
124 H -18.745 6.331 19.830  0.16
125 H -18.902 6.678 18.082  0.21
126 H -18.110 7.857 19.143  0.40
127 C -23.601 2.047 11.374  -0.65
128 N -22.119 1.660 11.221  0.98
129 O -21.623 1.760 10.110  -0.56
130 O -21.554 1.170 12.167  -0.54
131 H -23.675 3.104 11.271  0.27
132 H -23.938 1.673 12.331  0.16
133 H -24.075 1.523 10.522  0.30

Cartesian forces (eV/Å) of the 3 atoms listed first:
-0.5 1.2 -0.1
0.2 -1.5 -0.2
0.3 0.0 0.7